Entry w
DFT (the ωB97M-V functional and the def2-TZVPD basis) results for C13H19N5O5SZr as an isolated structure.

Spin multiplicity   1
Highest occupied orbital energy   -5.95 eV
Gap between HOMO and LUMO   0.2222 Eh

Positions of all 44 atoms, in Å:
N -0.2666 2.4803 0.0239
H -2.5018 1.7491 -3.6403
O 2.0512 0.6245 -0.2086
O 0.4004 -2.0182 -0.6500
C -1.2070 -3.6883 -1.2549
C -3.3346 2.8320 -1.9485
S -1.0164 4.3996 -1.4360
H -0.4890 -4.4779 -1.4073
C -2.0371 2.9897 -1.2276
H -5.2214 -2.9420 -2.2895
H 2.8023 0.8988 -2.0749
C -3.3080 1.6438 -2.9130
H -1.9408 0.3656 3.7168
H -5.4130 -2.5535 -0.5792
H 1.5555 -2.1300 2.3883
O -0.4682 0.5648 2.2746
C 1.9065 0.6905 -1.4721
H -4.2575 1.5942 -3.4453
N -3.4482 -2.9130 -1.1444
H -2.9368 -4.8592 -1.6341
C -3.0488 -1.6080 -0.8054
C 0.1649 3.6082 -0.4309
C -0.7844 -2.3738 -0.8796
O 0.8038 0.5358 -2.0340
C -4.8726 -3.1781 -1.2829
H -4.1251 2.6897 -1.2100
H 0.9626 -1.3023 3.8331
N -1.4992 2.1245 -0.4501
H -3.5514 3.7522 -2.4925
H -5.0657 -4.2276 -1.0711
N -1.7138 -1.3949 -0.7236
H -2.5198 0.2931 2.0380
C -0.0894 -0.8434 1.9638
C 1.1537 -1.1868 2.7617
H -1.9842 1.8490 2.7356
C -1.8068 0.7719 2.7128
C -2.5310 -3.8914 -1.3689
H 1.7539 4.8380 -0.7235
Zr -0.1507 0.0668 0.1711
H 1.9252 -0.4219 2.6207
N 1.3723 4.1325 -0.1192
H -3.1711 0.7191 -2.3595
O -3.8972 -0.7476 -0.6124
H 2.0273 3.4832 0.2936

Entry x
DFT (the ωB97M-V functional and the def2-TZVPD basis) results for C13H19N5O5SZr as an isolated structure.

Spin multiplicity   1
Highest occupied orbital energy   -6.07 eV
Gap between HOMO and LUMO   0.2323 Eh

Positions of all 44 atoms, in Å:
H -0.5280 6.5306 -0.1103
N 0.0826 2.1574 0.0024
C 0.5796 -3.9957 0.7284
H 3.1885 1.9276 1.3744
H -2.7742 -1.2620 0.4897
H 1.8486 -5.4573 1.5878
H 0.0950 3.3773 3.1503
H 2.4124 -1.1977 -2.8979
H 2.8719 -3.8420 -0.8195
O -1.7698 0.0339 -0.7575
N 0.7369 -2.7361 0.9093
C 2.4533 -0.5260 -0.8942
H 3.2266 -3.4309 0.8376
H 0.2478 5.7984 -1.5354
C -0.1936 4.4865 1.3456
H -3.4828 -2.8156 0.3820
Zr 0.5985 -0.1078 -0.1279
O 0.4197 1.0141 1.8742
C -1.4930 -2.7598 0.7739
C 0.1781 2.1485 1.3467
C -1.4495 -0.4386 -1.8752
C -0.1529 3.2695 -0.7336
H 3.8266 -4.9606 0.1684
N -0.4292 -2.0226 0.9653
H -1.4868 5.6025 -1.2899
O -0.3214 -0.9714 -2.0576
O 2.6077 0.8545 -0.2588
H 1.4361 -5.7512 -0.0880
N -2.7416 -2.2438 0.7480
C 1.7116 -4.9666 0.6201
H 3.3931 0.1621 1.5434
C 0.0237 3.3696 2.0753
H 2.3970 0.5585 -2.7808
S -1.1143 -4.4421 0.5990
H -0.3118 5.4604 1.8008
C 2.8310 -0.3529 -2.3432
H 4.5041 1.0861 0.5068
N -0.2733 4.4681 -0.0112
C 3.4708 1.0096 0.8556
C 2.9911 -4.2627 0.1780
O -0.2499 3.2741 -1.9478
H -2.1388 -0.3759 -2.7302
C -0.5264 5.6742 -0.7807
H 3.9054 -0.3151 -2.5568

Stability check: which of them is least stable? entry x.

Entry w
DFT (the ωB97M-V functional and the def2-TZVPD basis) results for an isolated ion of composition C8H15N4 and charge +1.

Spin multiplicity   1
Charge   +1
Highest occupied orbital energy (spin up / spin down)   -12.50 / -12.50 eV
Gap between HOMO and LUMO (spin up / spin down)   0.2385 / 0.2386 Eh

Positions of all 27 atoms, in Å:
H -1.7597 -0.5987 2.1169
H 2.0045 2.3108 1.1957
C -1.4465 -1.1220 -0.1164
H 0.6356 1.9913 -1.5052
H -2.2096 -2.1363 1.4180
H -3.3622 -2.0671 -0.7490
C 2.4367 0.5356 0.0721
N 3.6458 0.0944 0.0838
H 0.2410 3.2160 -0.2979
H -0.0929 1.0185 1.1450
C -0.5997 0.0108 -0.5603
N -0.5417 1.2773 0.1310
H -0.8734 -1.9916 -0.4996
C -2.8901 -1.0791 -0.7961
H 2.0024 -2.5506 -0.1607
C 1.9566 1.9426 0.1433
H -0.3060 0.0932 -1.6564
H -0.5842 -1.7200 1.7183
H -3.4926 -0.3173 -0.2804
H -1.3360 1.8986 0.0665
C -1.4706 -1.3314 1.3365
N 1.6043 -0.5595 0.0175
H 2.6731 2.6168 -0.3820
H -2.8455 -0.8322 -1.8868
C 0.5337 2.1954 -0.4647
C 2.4294 -1.6548 -0.0153
N 3.6476 -1.2408 -0.0736

Entry x
DFT (the ωB97M-V functional and the def2-TZVPD basis) results for C8H15N4 as an isolated structure.

Spin multiplicity   1
Charge   +1
Highest occupied orbital energy   -12.47 eV
Gap between HOMO and LUMO   0.3467 Eh

Positions of all 27 atoms, in Å:
H -2.3054 -0.5533 -1.8407
C 0.5790 1.4149 0.8507
C 1.7979 1.1338 1.3690
H -0.5335 -2.1111 1.2363
N 0.9479 -0.4076 -0.7319
H -3.5897 0.1696 0.8373
N 3.0766 -1.1566 -1.1772
C -1.1718 -1.1878 1.4904
H 0.1182 2.2681 -1.3318
H 2.7799 -1.3716 -2.1341
H -1.1299 1.2535 -1.7419
N 2.6235 0.1963 0.7663
H 2.3460 1.8366 1.9564
C -0.0138 0.5898 -0.2185
C -1.5806 -0.3862 0.2857
H -3.1641 -1.6893 -0.7843
H -0.0161 2.0758 1.2519
H -0.7782 -0.5275 2.3794
N -0.2508 1.4138 -1.4151
C -2.8484 0.3106 0.0673
H -2.8044 1.3653 -0.2880
C 2.2406 -0.4147 -0.3801
C -2.4884 -0.8051 -0.8751
H 4.0843 -1.2939 -1.0809
H -2.1664 -1.4851 1.9461
H 3.5156 -0.0037 1.1908
H 0.7319 -0.6349 -1.6280

Stability check: which of them is least stable? entry w.

Entry w
DFT (the ωB97M-V functional and the def2-TZVPD basis) results for a 4-piece molecular cluster, C4H15NO4 overall.

Spin multiplicity   1
SMILES   CCCNC=O.O.O.O
Highest occupied orbital energy   -10.12 eV
Gap between HOMO and LUMO   0.3901 Eh

Positions of all 24 atoms, in Å:
H -1.1860 0.7879 2.5794
H -0.7514 0.1058 -2.5033
H 0.9222 -1.7074 1.6052
O -1.5881 1.2118 1.8067
H 1.7462 -0.8537 -1.0257
O -2.4340 -2.0091 1.2264
H 0.8246 2.5058 -1.7213
H -1.0141 0.9676 1.0806
H 0.1042 0.5700 0.3594
O -0.2705 -2.3764 -0.6972
H -1.6182 -1.8720 -2.1414
H 1.7789 0.9028 0.5544
H 1.6271 0.3383 -2.2741
O 0.9018 -0.8466 2.0240
C 0.9686 0.9561 -0.1717
C 0.8914 2.4189 -0.6459
H -1.9891 -1.2366 0.8938
C -0.7854 -1.6030 -1.4830
H 0.9996 -1.0283 2.9826
N -0.2137 -0.4051 -1.8267
C 1.1121 -0.0162 -1.3810
H -1.7422 -2.6691 1.1742
H -0.0026 2.8852 -0.2236
H 1.7185 2.9733 -0.1917

Entry x
DFT (the ωB97M-V functional and the def2-TZVPD basis) results for a 4-piece molecular cluster, C4H15NO4 overall.

Spin multiplicity   1
SMILES   CC(C)C(N)=O.O.O.O
Highest occupied orbital energy   -10.44 eV
Gap between HOMO and LUMO   0.4023 Eh

Positions of all 24 atoms, in Å:
C -1.9248 0.9076 1.2728
H 0.1936 -1.6289 -3.8115
C -0.6319 1.3344 -0.8249
H 2.9124 -0.2674 -0.3547
H 0.7424 -1.4091 -2.4276
O 2.7334 -0.0938 2.7907
N -1.5788 -1.5918 -0.0398
H 3.0364 0.7722 2.5452
O 0.5098 -1.3350 0.4717
C -0.5831 0.6196 0.4499
O 2.4514 0.5372 -0.4822
H -2.4212 -1.2649 -0.2764
H 0.1268 1.0368 -1.5131
H -1.4034 1.1288 -1.5350
H 1.5695 0.3671 -0.1986
H 2.5056 -0.5577 1.9953
H 0.2201 0.9936 1.1974
H -1.7654 1.0091 2.3697
H -2.3298 1.8219 1.0972
O 0.9667 -1.5971 -3.3015
H -0.5538 2.4821 -0.7572
H -2.8065 0.1388 1.1708
H -1.4542 -2.6288 -0.1710
C -0.5153 -0.7746 0.3327

Stability check: which of them is least stable? entry x.

Entry w
DFT (the ωB97M-V functional and the def2-TZVPD basis) results for a 9-piece molecular cluster, C18H54O9 overall.

Spin multiplicity   1
SMILES   CCO.CCO.CCO.CCO.CCO.CCO.CCO.CCO.CCO
Highest occupied orbital energy   -9.81 eV
Gap between HOMO and LUMO   0.3779 Eh

Positions of all 81 atoms, in Å:
H -0.6111 6.7604 5.4196
H 1.1796 -4.2207 2.8288
H -3.4433 1.4480 -1.1289
H 1.7023 4.3045 4.3302
H -1.7404 0.0723 -0.2304
H 4.2147 -3.1765 -0.1713
H 1.7008 -4.7293 0.3903
O 3.4203 0.9681 -4.0982
H 4.0232 1.4075 -4.7014
H 3.2719 -2.0200 -2.6392
H -5.9224 1.3476 0.2586
H -3.6655 -0.0332 -4.1018
O -2.5155 -2.4866 2.1851
H 1.1523 -3.0499 5.6155
C -3.5836 -2.3353 1.2427
H 0.2478 3.3731 4.7428
H 2.6143 -0.4486 -2.0305
H 0.6420 3.7026 3.0960
H -1.2350 0.6324 -2.8461
H -1.0984 5.2831 3.4850
H 4.2370 -0.9041 -4.5793
C 3.1823 3.3720 -0.6732
O -0.4998 5.8063 5.3857
C 2.8898 -1.0321 -2.9125
H -4.8136 -0.5006 -1.9766
C 3.2750 -3.3063 0.3830
O 2.5039 -2.1138 0.3666
H -2.7070 -1.0578 -6.0396
H -5.9702 -0.9580 -0.7860
C 2.5517 -4.5001 -0.2500
O 2.9578 5.4035 -2.0104
C -5.5394 -0.0770 -1.2780
H -4.7638 -3.7388 0.0170
H 0.9047 0.8243 -0.7937
H -0.1418 -3.3100 3.6468
H 0.4229 -0.4085 0.4189
H 0.4823 6.2003 3.6203
H -4.7088 -4.1709 1.6753
H 3.2573 -5.3297 -0.3338
H 2.4431 3.5764 0.1027
H 2.7415 2.7958 -1.4890
H -2.8271 -2.2388 3.0592
O -1.9365 0.9216 -3.4432
H 4.1331 5.2372 -0.3371
C -2.5851 -0.1836 -4.0221
H 1.4082 -2.2290 2.0163
C 0.1599 0.5406 -0.0551
H 4.7768 -0.1206 -3.0486
H -3.2955 -4.4106 0.6063
C 0.6491 4.1547 4.0983
H -3.1877 -1.7771 0.3917
H 1.9460 -1.2424 -3.4249
H -4.6371 0.2439 0.6391
H -0.7924 1.2996 1.7917
H 2.2451 -4.3352 -1.2841
H -6.2840 0.4268 -1.8962
H 2.7995 4.9702 -2.8508
C 1.5863 -3.6956 4.8460
H -4.4065 -1.7399 1.6452
H 0.8439 1.8032 1.6293
C -5.0629 0.8394 -0.1774
C -0.0455 1.5584 1.0382
C -0.1642 5.4206 4.0309
H 4.7100 4.3551 -1.7860
C 3.9258 -0.3063 -3.7178
H 3.5664 -3.4772 1.4169
H -1.1249 -1.1323 -5.2887
O -4.1610 1.8359 -0.6119
H -2.5200 -1.0388 -3.3374
C 0.9402 -3.3858 3.4954
H -1.7930 0.4256 -5.9185
O -1.0622 0.4332 -0.8119
C 3.8330 4.6523 -1.2032
O 1.3880 -2.1396 2.9815
C -4.0953 -3.7286 0.8903
H 2.6430 -3.4148 4.8683
H 3.9229 2.7252 -0.1919
H -0.3424 2.5262 0.6243
H 2.3127 -1.9032 -0.5547
H 1.4856 -4.7335 5.1536
C -2.0110 -0.5073 -5.4024

Entry x
DFT (the ωB97M-V functional and the def2-TZVPD basis) results for a 9-piece molecular cluster, C18H54O9 overall.

Spin multiplicity   1
SMILES   CCO.CCO.CCO.CCO.CCO.CCO.CCO.CCO.CCO
Highest occupied orbital energy   -9.54 eV
Gap between HOMO and LUMO   0.3591 Eh

Positions of all 81 atoms, in Å:
O 12.7578 3.0295 17.7178
C 11.7103 -5.6646 12.5024
H 8.8339 -3.0107 16.6349
C 10.3515 -0.4471 15.3109
H 14.0265 -1.3191 15.8593
H 12.0453 3.1263 14.7986
C 9.0218 -5.4704 18.4281
O 6.8195 2.9384 13.6114
C 10.2521 -1.8604 15.9088
H 9.5673 -5.2393 12.4595
H 15.6118 -3.1405 14.5715
H 9.6734 4.2401 17.1500
H 7.6700 2.5057 16.1444
H 15.3299 -4.1018 16.0595
H 9.7639 -0.3787 14.3810
O 13.4871 -2.1056 16.1025
H 7.5878 0.7796 16.0325
H 4.3293 -1.9667 15.5069
C 7.3768 1.7589 14.1580
H 10.6701 4.9859 15.3204
H 7.6922 -1.7368 14.8992
H 12.5925 -5.0556 12.7020
H 11.9042 3.3350 17.4434
H 6.9214 0.9203 13.6354
C 13.5249 -3.2584 15.1806
H 5.9094 -3.8086 19.3295
C 11.8418 1.0611 18.8049
H 10.9455 3.4194 13.3990
H 5.8851 2.7540 13.5160
C 11.0025 3.0824 14.4218
H 6.4398 -3.5560 17.7035
H 12.8759 -4.0262 15.6380
H 4.9790 -0.3711 15.1090
H 11.7491 -6.6375 12.9949
H 10.4853 -2.6706 15.1789
C 5.9511 -2.0597 14.1475
H 6.4161 -1.6069 21.0859
O 10.1333 3.5422 16.6664
C 10.1945 3.9914 15.3151
H 5.8068 -1.4226 16.2611
H 10.9814 -4.6448 18.2275
C 14.9253 -3.7874 15.0854
H 10.8206 1.3756 18.6189
H 11.3460 -0.2520 14.9375
H 5.4811 -1.8576 13.2022
O 7.2935 -1.5678 14.0321
O 8.4537 -4.8990 17.2671
H 8.4058 1.7703 13.8675
H 5.9859 -3.1502 14.2414
C 10.1704 -4.6421 18.9596
H 9.1669 4.1391 14.9398
C 6.0088 -3.0351 18.5658
C 7.1544 1.6900 15.6267
H 8.2077 -5.5747 19.1990
H 6.0909 1.7564 15.8625
H 11.7381 -5.8601 11.4446
H 9.8872 -3.5969 19.0814
H 10.4057 -4.8255 13.9773
H 14.9437 -4.6908 14.4575
H 10.6521 2.0412 14.4823
H 6.9153 -1.1047 18.2843
H 7.8991 -2.1801 19.3182
H 9.3121 -6.5013 18.1703
H 8.0689 -5.5369 16.6861
H 9.8990 -2.9990 12.7696
C 12.7120 1.6201 17.6660
O 6.2321 -1.2477 20.2099
O 10.6608 -3.4599 12.4249
C 5.2489 -1.4016 15.3219
H 5.0172 -2.6829 18.2390
H 10.5974 -5.0131 19.8998
H 11.7875 -0.0188 18.6583
C 10.4786 -4.8199 12.8923
H 13.7513 1.2684 17.6837
H 12.2490 1.2844 16.7162
H 12.1803 1.4043 19.7781
H 10.8615 -2.0371 16.8088
O 8.8944 -2.0787 16.3269
C 6.8719 -1.8799 19.0679
H 9.9937 0.2288 16.0878
H 13.0807 -2.9440 14.2195

Stability check: which of them is least stable? entry w.

Entry w
DFT (the ωB97M-V functional and the def2-TZVPD basis) results for one molecule with the formula C3H6N2.

Spin multiplicity   1
SMILES   [H]/N=C/C(=C)N
Highest occupied orbital energy   -8.29 eV
Gap between HOMO and LUMO   0.3370 Eh

Positions of all 11 atoms, in Å:
C 0.8099 -0.2782 -0.7293
H 1.8592 -0.1561 -0.4148
C -1.4773 -0.1267 0.1119
H -1.8181 -0.5534 -0.8107
N 0.3738 0.5200 1.5010
C -0.1666 0.0686 0.3033
H -2.2060 0.1168 0.8649
N 0.4533 -0.6739 -1.8711
H 1.2465 1.0203 1.4302
H -0.2873 0.9535 2.1267
H 1.2126 -0.8906 -2.5122

Entry x
DFT (the ωB97M-V functional and the def2-TZVPD basis) results for one molecule with the formula C3H6N2.

Spin multiplicity   1
SMILES   C=C/C=N/N
Highest occupied orbital energy   -8.57 eV
Gap between HOMO and LUMO   0.3476 Eh

Positions of all 11 atoms, in Å:
C -0.2065 -0.0946 0.0766
H -1.8176 -1.3566 1.0956
N -1.1260 0.4805 0.7959
H -2.6312 -0.1531 1.9232
H -0.1855 -1.1522 -0.2934
C 0.9758 0.6531 -0.3067
N -2.1990 -0.3891 1.0637
H 1.0766 1.5999 0.2502
H 2.5986 0.8678 -1.5602
H 1.7287 -0.7117 -1.7637
C 1.7861 0.2560 -1.2813

Entry y
DFT (the ωB97M-V functional and the def2-TZVPD basis) results for a 2-piece molecular cluster, C3H6N2 overall.

Spin multiplicity   1
Highest occupied orbital energy (spin up / spin down)   -7.89 / -6.86 eV
Gap between HOMO and LUMO (spin up / spin down)   0.3115 / 0.2702 Eh

Positions of all 11 atoms, in Å:
C 0.4110 -0.4122 -1.8318
H -0.3696 1.0501 1.9894
N -0.8580 -1.6917 1.1215
H -1.1243 -1.9503 2.1099
H -0.0059 1.2586 0.3114
H 1.1989 0.6087 1.3088
N 0.7404 0.7851 -1.9121
C -0.2786 -0.6765 0.8219
H 0.3549 1.3354 -2.6162
C 0.1353 0.6511 1.1628
H -0.2040 -0.9584 -2.4656

Entry z
DFT (the ωB97M-V functional and the def2-TZVPD basis) results for one molecule with the formula C3H6N2.

Spin multiplicity   1
SMILES   C=N/N=C\C
Highest occupied orbital energy   -8.38 eV
Gap between HOMO and LUMO   0.3205 Eh

Positions of all 11 atoms, in Å:
C -2.4419 -0.0496 0.0549
N -0.3038 0.6341 -0.1094
H -2.5975 0.9493 0.3082
H 2.0215 -0.5219 1.1420
H 1.1511 1.7994 -0.1693
C 0.9537 0.7386 -0.1110
C 1.8171 -0.4804 0.0192
H 1.1757 -1.4059 -0.2430
H 2.7388 -0.5394 -0.6391
N -1.1589 -0.4214 -0.2839
H -3.3559 -0.7029 0.0313

Stability check: which of them is least stable? entry y.

Entry w
DFT (the ωB97M-V functional and the def2-TZVPD basis) results for one molecule with the formula C3H6N2.

Spin multiplicity   1
SMILES   C[C@@H](N)C#N
Highest occupied orbital energy   -9.51 eV
Gap between HOMO and LUMO   0.3814 Eh

Positions of all 11 atoms, in Å:
N -0.4441 0.2094 1.4209
C 0.1508 0.4130 0.0481
H -1.5171 0.5085 -1.4615
C 1.3767 -0.3501 0.2728
H -0.8523 -1.1296 -1.2107
C -0.6042 -0.0683 -1.2687
H 0.4002 1.4765 -0.1841
H 0.0188 0.6335 2.2371
N 2.2491 -1.0058 0.6534
H -0.0105 0.0337 -2.2063
H -0.7674 -0.7209 1.6991

Entry x
DFT (the ωB97M-V functional and the def2-TZVPD basis) results for one molecule with the formula C3H6N2.

Spin multiplicity   1
SMILES   N#CCCN
Highest occupied orbital energy   -9.58 eV
Gap between HOMO and LUMO   0.3751 Eh

Positions of all 11 atoms, in Å:
H 0.5242 1.5778 -0.7008
C 0.2237 -0.1679 1.1560
C -0.4143 -0.4026 -0.2329
H 2.1515 -0.0699 -0.0096
N 1.1285 -0.1210 1.9238
N 1.8061 0.3801 -0.9039
C 0.3122 0.5087 -0.9001
H -1.4412 -0.5242 -0.4220
H -0.1124 0.2917 -2.0144
H 2.3683 -0.2943 -1.5691
H -0.1081 -1.2761 -0.8723

Stability check: which of them is least stable? entry x.